{
  "formula": "C8H10N3S",
  "method": "ωB97M-V/def2-TZVPD",
  "symbols": ["C", "C", "C", "C", "C", "C", "C", "C", "N", "N", "N", "S", "H", "H", "H", "H", "H", "H", "H", "H", "H", "H"],
  "coordinates": [[-3.272, -0.964, 0.184], [-4.173, 1.139, -0.480], [-2.473, 0.122, 0.371], [-0.391, 1.180, 0.779], [-1.062, 0.061, 0.701], [1.460, -0.021, -0.059], [1.042, 1.183, 0.669], [-0.352, -1.301, 0.806], [-2.985, 1.283, -0.047], [0.844, -1.136, -0.045], [2.466, 0.063, -0.934], [-4.773, -0.514, -0.306], [-3.194, -2.009, 0.408], [-4.793, 1.978, -0.715], [-0.902, 2.141, 0.734], [1.464, 2.012, 0.128], [1.511, 1.208, 1.649], [-0.140, -1.574, 1.812], [-0.916, -2.055, 0.379], [1.011, -1.937, -0.569], [3.106, 0.922, -0.922], [2.622, -0.705, -1.431]],
  "mol_weight_g_mol": 180.3,
  "de_lowest_kcal_mol": 0.0,
  "energy_ev": -23756.549,
  "total_charge": 1,
  "homo_lumo_gap_ev": 8.71
}

***

{
  "formula": "C8H10N4S",
  "method": "ωB97M-V/def2-TZVPD",
  "symbols": ["C", "C", "C", "C", "C", "C", "C", "C", "N", "N", "N", "N", "S", "H", "H", "H", "H", "H", "H", "H", "H", "H", "H"],
  "coordinates": [[3.517, -0.207, -0.866], [3.086, -1.284, -0.144], [2.577, 0.704, -1.307], [1.785, -1.703, -0.004], [1.235, 0.418, -1.234], [0.750, -0.837, -0.632], [-2.679, -0.105, -0.723], [-3.771, 1.550, 1.182], [-2.999, -0.942, 0.192], [-2.296, -2.004, 0.401], [-1.122, -2.074, -0.042], [-0.608, -1.064, -0.712], [-3.178, 1.541, -0.614], [4.597, 0.138, -0.833], [3.746, -2.007, 0.255], [2.850, 1.590, -1.685], [1.567, -2.503, 0.732], [0.429, 1.101, -1.765], [-2.465, -0.376, -1.701], [-4.530, 0.909, 1.079], [-4.224, 2.459, 1.427], [-2.862, 1.338, 1.783], [-0.576, -2.883, 0.276]],
  "mol_weight_g_mol": 194.3,
  "de_lowest_kcal_mol": 122.0,
  "energy_ev": -25248.348,
  "homo_lumo_gap_ev": [7.08, 7.07]
}

***

{
  "formula": "C8H10NO4",
  "method": "ωB97M-V/def2-TZVPD",
  "symbols": ["C", "C", "C", "C", "C", "C", "C", "C", "N", "O", "O", "O", "O", "H", "H", "H", "H", "H", "H", "H", "H", "H", "H"],
  "coordinates": [[-4.182, -1.078, 0.555], [1.351, -2.738, 0.830], [1.330, 1.694, 1.116], [0.999, 2.247, -0.364], [0.311, 0.486, 1.331], [0.307, 0.025, -2.099], [0.576, 1.003, -0.981], [0.059, 0.127, -0.094], [-0.368, -0.874, -1.079], [-5.057, -1.395, 1.199], [1.061, -3.553, 1.569], [-3.360, -0.707, -0.183], [1.556, -1.927, 0.007], [2.423, 1.132, 1.105], [1.299, 2.425, 1.979], [0.108, 2.851, -0.364], [1.843, 2.738, -0.766], [0.542, -0.378, 1.967], [-0.515, 0.844, 1.900], [-0.306, 0.129, -2.981], [1.327, -0.325, -2.480], [-1.367, -0.968, -1.218], [0.064, -1.759, -0.950]],
  "mol_weight_g_mol": 184.2,
  "de_lowest_kcal_mol": 0.0,
  "energy_ev": -18125.938,
  "total_charge": 1,
  "s_squared": 2.01,
  "spin_multiplicity": 3,
  "homo_lumo_gap_ev": [6.17, 9.22]
}

***

{
  "formula": "C8H10NOS",
  "method": "ωB97M-V/def2-TZVPD",
  "symbols": ["C", "C", "C", "C", "C", "C", "C", "C", "N", "O", "S", "H", "H", "H", "H", "H", "H", "H", "H", "H", "H"],
  "coordinates": [[-0.382, 0.582, -2.934], [-1.270, 0.221, -1.878], [0.900, 0.450, -3.144], [2.305, 0.340, 0.986], [1.642, -0.198, 2.279], [-1.110, -0.309, -0.598], [0.165, -0.249, 0.103], [-2.324, -0.672, 0.123], [1.200, 0.504, 0.001], [2.008, 0.258, -3.376], [0.080, -0.966, 1.698], [-0.854, 1.187, -3.609], [-2.267, 0.503, -2.210], [2.873, 1.342, 1.190], [3.097, -0.446, 0.576], [2.054, -1.098, 2.754], [1.462, 0.617, 2.935], [-2.866, 0.224, 0.735], [-1.912, -1.535, 0.624], [-3.004, -0.988, -0.709], [1.161, 1.376, -0.537]],
  "mol_weight_g_mol": 168.2,
  "de_lowest_kcal_mol": 26.0,
  "energy_ev": -22821.718,
  "total_charge": 1,
  "homo_lumo_gap_ev": 7.62
}

***

{
  "formula": "C8H10O",
  "method": "ωB97M-V/def2-TZVPD",
  "symbols": ["C", "C", "C", "C", "C", "C", "C", "C", "H", "H", "H", "H", "H", "H", "H", "H", "H", "H", "O"],
  "coordinates": [[0.309, -1.983, -0.068], [0.887, -0.582, -0.381], [2.192, -0.207, -0.405], [-0.191, 0.479, -0.049], [0.068, 2.070, 0.002], [-0.539, 0.287, 1.361], [-1.427, -0.007, -0.753], [-2.498, -0.281, -1.216], [-0.008, -1.900, 1.046], [-0.741, -2.083, -0.726], [0.899, -2.921, -0.127], [2.366, 0.974, -0.141], [2.949, -1.017, -0.580], [1.079, 2.215, 0.493], [-0.040, 2.816, -1.062], [-0.953, 2.460, 0.696], [0.370, 0.697, 2.028], [-3.326, -0.320, -1.817], [-1.395, -0.699, 1.699]],
  "mol_weight_g_mol": 122.2,
  "de_lowest_kcal_mol": 170.1,
  "energy_ev": -10498.227,
  "homo_lumo_gap_ev": 9.58
}

***

{
  "formula": "C8H10O3Si",
  "method": "ωB97M-V/def2-TZVPD",
  "symbols": ["C", "C", "C", "C", "C", "C", "C", "C", "O", "O", "O", "Si", "H", "H", "H", "H", "H", "H", "H", "H", "H", "H"],
  "coordinates": [[-1.172, 0.722, -0.545], [0.126, 0.241, -0.115], [-2.704, -1.230, 0.003], [-0.389, -2.033, 0.472], [-2.326, 1.316, 0.270], [0.666, 0.064, 1.253], [-2.737, 0.156, -0.476], [0.779, -1.160, 0.351], [-3.411, -2.131, -0.335], [-0.233, -3.178, 0.228], [-1.575, -1.437, 0.909], [2.387, -1.738, -0.491], [-1.204, 1.089, -1.600], [0.836, 0.814, -0.677], [-2.261, 1.161, 1.297], [-2.804, 2.267, -0.137], [1.686, 0.321, 1.400], [-0.015, -0.178, 2.133], [-3.343, 0.372, -1.329], [2.799, -2.807, 0.330], [3.192, -0.562, -0.219], [2.111, -1.789, -1.882]],
  "mol_weight_g_mol": 182.3,
  "de_lowest_kcal_mol": 5.3,
  "energy_ev": -22474.586,
  "homo_lumo_gap_ev": 9.98
}